13
Properties=species:S:1:pos:R:3 method="wB97M-V/def2-TZVPD" homo_energy_ev="-10.37 / -5.75" charge=0
C 1.523 -1.174 -1.439
C 1.541 -1.848 -0.198
C -1.519 1.944 0.734
C -0.654 0.888 0.110
O 1.180 -0.498 -2.306
F -2.808 1.633 1.245
F -0.139 -0.011 0.998
F -1.327 0.113 -0.833
H 2.469 -2.451 -0.099
H 1.532 -0.987 0.562
H 0.679 -2.599 -0.144
H -1.541 2.608 -0.098
H -0.939 2.383 1.467

***

13
Properties=species:S:1:pos:R:3 method="wB97M-V/def2-TZVPD" smiles=NCc1cnc(F)o1 homo_energy_ev=-9.40 charge=0
N -0.463 1.419 -2.471
C 0.610 0.573 -1.888
C 0.215 -0.106 -0.628
C 0.022 -1.432 -0.333
N -0.218 -1.515 1.044
C -0.219 -0.334 1.476
F -0.164 0.149 2.696
O 0.105 0.581 0.557
H -0.585 2.229 -1.821
H -0.111 1.776 -3.347
H 0.783 -0.310 -2.569
H 1.559 1.127 -1.790
H -0.011 -2.338 -0.955

***

14
Properties=species:S:1:pos:R:3 method="wB97M-V/def2-TZVPD" spin_multiplicity=3 homo_energy_ev="-6.95 / -8.57" charge=0
C -1.182 0.872 2.034
C -0.247 -1.678 1.162
C -0.673 0.700 -0.200
C 1.288 -0.012 -1.640
N -1.084 1.123 3.146
N 0.512 -1.440 0.246
N -1.431 0.266 0.893
N 0.379 -0.436 -0.552
F -0.017 1.888 0.039
H -0.750 -2.337 1.812
H -1.185 0.735 -1.257
H 2.323 0.284 -1.301
H 1.232 -0.771 -2.328
H 0.836 0.806 -2.052

***

12
Properties=species:S:1:pos:R:3 method="wB97M-V/def2-TZVPD" homo_energy_ev=-9.88 charge=0
O -2.877 0.035 0.081
C -1.716 -0.379 0.178
O -1.484 -1.575 -0.267
C -0.730 0.926 0.069
C 0.589 0.990 -0.180
C 1.606 -0.177 0.074
F 0.887 -1.488 0.119
H -0.471 -1.842 -0.027
H -1.348 1.804 0.169
H 0.947 2.008 -0.576
H 2.543 -0.224 -0.712
H 2.055 -0.078 1.071

***

12
Properties=species:S:1:pos:R:3 method="wB97M-V/def2-TZVPD" smiles="CC(=O)/C(F)=C/O" homo_energy_ev=-9.41 charge=0
C 1.968 -0.658 -0.157
C 0.906 0.311 0.229
O 1.227 1.476 0.448
C -0.484 -0.124 0.339
F -0.674 -1.439 0.522
C -1.584 0.601 0.094
O -2.845 0.085 0.069
H 1.585 -1.251 -1.115
H 2.249 -1.306 0.655
H 2.762 -0.039 -0.521
H -1.674 1.759 -0.005
H -3.435 0.586 -0.559

***

11
Properties=species:S:1:pos:R:3 method="wB97M-V/def2-TZVPD" spin_multiplicity=2 homo_energy_ev="-24.79 / -25.86" charge=+3
C 1.178 -0.398 1.748
C 0.162 -0.113 0.964
C -0.797 -0.373 0.044
C -0.905 0.803 -0.903
O -0.431 0.238 -2.023
Ga 0.950 -0.351 -2.746
H 1.320 0.138 2.690
H 1.837 -1.243 1.528
H -1.238 -1.350 -0.151
H -1.938 1.167 -0.979
H -0.137 1.483 -0.172

***

13
Properties=species:S:1:pos:R:3 method="wB97M-V/def2-TZVPD" spin_multiplicity=2 homo_energy_ev="-12.32 / -12.30" charge=+1
C -1.942 1.020 0.123
H -1.992 0.987 1.220
H -2.897 0.650 -0.281
H -1.841 2.070 -0.189
C -0.518 -1.046 0.101
C -0.800 0.197 -0.392
O 1.500 0.568 0.419
C 1.797 -0.609 0.163
O 0.800 -1.479 -0.109
O 2.931 -1.045 -0.191
H -0.903 -1.355 1.077
H -0.458 0.419 -1.409
Ga 4.322 -0.379 -0.531

***

13
Properties=species:S:1:pos:R:3 method="wB97M-V/def2-TZVPD" spin_multiplicity=2 homo_energy_ev="-12.06 / -10.84" charge=+1
H 1.043 -2.364 0.606
C 1.393 0.576 0.246
C 0.657 -0.227 -0.651
C -0.746 -0.374 -0.643
C -1.597 -0.084 0.422
O -2.734 0.478 0.262
Hg -4.137 1.121 1.227
H 0.888 0.955 1.152
H 1.188 -0.545 -1.553
H -1.213 -0.831 -1.519
H -1.290 -0.330 1.451
O 2.605 0.877 0.093
Li 3.944 0.747 -1.094